This record from the OMol25 dataset describes 6 unconnected molecules or ions with the total composition C27H46F3O9P. The level of theory is ωB97M-V with the def2-TZVPD basis set.

## Properties
molecular weight	602.624	g mol⁻¹
SMILES	CCC1=C(Cc2ccccc2C)C(=O)C(C(F)(F)F)=C(P(O)O)C1=O.CCO.CCO.CCO.CCO.CCO
electronic energy	-64610.4001	eV
max |F|	3.26	eV Å⁻¹

Each line ends with the Mulliken charge.
Cartesian coordinates (Å):
P1 -2.0524 0.6841 2.5895  0.560
F1 -2.3040 -2.1410 -1.0352  -0.233
F2 -0.6767 -1.5542 0.3084  -0.248
F3 -2.8013 -1.8322 1.0666  -0.200
O1 -2.7608 0.0817 -2.6182  -0.532
O2 1.0634 -4.4786 7.8621  -0.445
O3 3.5916 -4.8738 5.4810  -0.525
O4 -2.8694 3.4455 1.1751  -0.540
O5 2.6914 5.1867 -6.7346  -0.432
O6 -3.1931 1.5946 3.4166  -0.529
O7 -1.9917 -0.5784 5.4588  -0.411
O8 -0.5022 1.0352 3.1565  -0.522
O9 -1.9116 -2.0235 -4.3261  -0.315
C1 -2.0266 -1.3471 0.0614  0.255
C2 2.4507 2.5956 -4.1514  -0.524
C3 2.7310 -5.3269 4.4390  -0.065
C4 -1.9538 2.2155 -2.0099  0.214
C5 0.8520 4.6526 -3.6623  -1.115
C6 -1.8109 -1.5506 6.4866  -0.370
C7 -0.3484 -1.9306 6.6061  -0.815
C8 1.1685 -6.1938 9.5601  -1.122
C9 3.3347 -6.5285 3.7376  -1.146
C10 -3.4349 -3.5451 -5.4196  -1.089
C11 -0.4898 5.0796 -0.1311  -1.430
C12 -1.6513 4.6523 -1.1370  -0.251
C13 0.2711 0.7314 -4.0318  -0.487
C14 -2.4332 2.6352 0.3933  0.148
C15 -2.0045 -3.2773 -4.9919  -0.299
C16 1.0702 3.0997 -3.8684  0.935
C17 -2.2203 0.1709 -0.2278  -0.161
C18 -2.3638 0.7408 -1.6876  0.486
C19 -2.2404 1.1125 0.7638  0.519
C20 -0.0489 2.1338 -3.7857  0.274
C21 1.6295 0.2475 -4.3193  -0.596
C22 3.1579 6.5068 -6.9977  -0.201
C23 -2.0066 3.1483 -1.0121  0.380
C24 -1.5189 2.5761 -3.4643  -1.227
C25 2.4492 7.0886 -8.2059  -1.084
C26 2.7551 1.1774 -4.3937  -0.646
C27 0.4210 -5.6475 8.3587  -0.147
H1 -0.1296 4.9192 -4.1451  0.300
H2 0.8740 4.9350 -2.5743  0.159
H3 -0.5991 -5.3764 8.6348  0.302
H4 -0.5264 -0.0481 -4.0182  0.443
H5 -4.1013 -3.5581 -4.5530  0.331
H6 -0.1994 -2.6686 7.3928  0.190
H7 4.2400 6.4726 -7.1612  0.255
H8 -2.5834 5.2301 -0.8829  0.338
H9 2.1978 -6.4466 9.2924  0.334
H10 -1.3199 4.9363 -2.1685  0.153
H11 0.0223 -2.3435 5.6638  0.309
H12 0.1875 0.8560 2.4920  0.346
H13 1.2193 -5.4436 10.3519  0.282
H14 4.4346 -4.6338 5.0798  0.286
H15 -3.7897 -2.7542 -6.0835  0.264
H16 0.0361 5.9820 -0.5485  0.414
H17 -2.1675 1.9598 -4.1542  0.379
H18 3.7962 0.8506 -4.6270  0.349
H19 -1.3460 -3.2438 -5.8610  0.318
H20 -3.4281 1.1274 4.2400  0.386
H21 2.6253 6.4720 -9.0914  0.336
H22 -2.4227 -2.4281 6.2519  0.262
H23 -0.9130 5.3686 0.8703  0.378
H24 4.3061 -6.2757 3.3042  0.338
H25 2.5691 -4.5057 3.7337  0.247
H26 2.8790 4.6655 -7.5240  0.253
H27 0.2582 -1.0499 6.8290  0.287
H28 1.3699 7.1110 -8.0419  0.285
H29 1.6579 5.2442 -4.1647  0.238
H30 2.9621 7.1130 -6.1121  0.279
H31 1.9634 -4.7246 7.6095  0.218
H32 2.7955 8.1037 -8.4114  0.331
H33 -1.6468 -4.0625 -4.3172  0.253
H34 -3.5155 -4.5031 -5.9380  0.364
H35 0.6787 -7.0877 9.9524  0.341
H36 0.3762 -6.3929 7.5573  0.245
H37 1.7839 -0.8439 -4.4832  0.419
H38 2.6787 -6.8869 2.9418  0.318
H39 -2.1713 -1.1193 7.4215  0.301
H40 3.2814 3.3350 -4.1774  0.308
H41 1.7722 -5.5886 4.8884  0.256
H42 0.2606 4.2673 0.0330  0.328
H43 -1.7235 3.6392 -3.7377  0.649
H44 -2.4877 -2.0578 -3.5521  0.146
H45 3.5035 -7.3408 4.4476  0.300
H46 -1.6804 -0.9671 4.6308  0.122


This record from the OMol25 dataset describes 2 unconnected molecules or ions with the total composition C27H46FN2O4S2. The level of theory is ωB97M-V with the def2-TZVPD basis set.

## Properties
molecular weight	545.807	g mol⁻¹
electronic energy	-64297.1292	eV
charge	+1
max |F|	0.65	eV Å⁻¹

Each line ends with the Mulliken charge.
Cartesian coordinates (Å):
S1 2.8522 -2.8196 1.0145  -0.185
S2 0.8317 6.1401 1.9203  1.292
F1 0.6213 -4.7814 -4.3151  -0.324
O1 -3.3898 1.7503 0.9943  -0.361
O2 -4.3345 0.1466 2.2224  -0.537
O3 -0.1823 5.1556 2.2045  -0.619
O4 1.8581 5.8624 0.9463  -0.721
N1 -0.9034 -2.8330 1.8449  -0.321
N2 -0.2338 -3.0453 -2.5832  0.434
C1 -0.5598 -1.8081 -1.7947  -1.369
C2 -1.9722 -2.7816 2.6227  -0.627
C3 5.3656 -2.6293 -0.0380  -1.162
C4 0.3574 8.6431 2.7059  -0.611
C5 -1.0391 2.0161 1.4715  -0.534
C6 3.9980 -3.2836 -0.3080  -0.122
C7 1.5186 0.4212 0.0202  -1.359
C8 0.8994 1.7939 -0.2739  -0.893
C9 0.4350 -0.6619 0.2471  1.262
C10 -1.0044 -3.3727 0.6324  -0.682
C11 -2.2034 -3.9144 0.1784  -0.259
C12 1.5923 6.6712 3.4509  -0.778
C13 0.0446 -3.0169 -5.8215  -1.269
C14 1.6925 8.1865 3.3103  -0.595
C15 -3.3228 -3.8661 1.0004  -0.958
C16 -0.4639 -4.0582 -4.8314  0.314
C17 -3.8264 0.4746 1.1814  0.503
C18 0.2855 -3.3066 -0.1852  3.392
C19 0.0479 7.7116 1.5276  -0.739
C20 -2.1058 1.9620 0.3947  -0.200
C21 1.4556 -3.9072 0.6524  -1.062
C22 -1.2097 -3.4733 -3.6248  -0.803
C23 0.5081 -1.8534 -0.7122  -1.020
C24 0.3360 2.4857 0.9784  -0.231
C25 -3.7390 -0.4859 0.0044  -0.479
C26 0.1846 -4.0673 -1.5225  -1.773
C27 -3.2139 -3.2785 2.2423  -0.392
H1 -3.3214 -0.0424 -0.8976  0.344
H2 -1.7583 -2.5853 -3.9465  0.431
H3 -2.1441 2.9046 -0.1572  0.308
H4 1.6574 2.4477 -0.7144  0.428
H5 0.9213 6.3815 4.2587  0.374
H6 -1.3860 2.7273 2.2263  0.624
H7 -0.9687 1.0491 1.9849  0.059
H8 -4.0584 -3.1998 2.9131  0.440
H9 0.4631 -1.0304 1.2683  0.975
H10 -1.5445 -1.9794 -1.3548  0.382
H11 -4.2667 -4.2838 0.6721  0.453
H12 2.2060 0.1237 -0.7782  0.477
H13 1.8699 -4.7797 0.1402  0.463
H14 2.5146 8.4425 2.6388  0.295
H15 -0.4309 8.5642 3.4563  0.300
H16 5.3223 -1.9555 0.8194  0.320
H17 -1.1195 -4.7769 -5.3247  0.403
H18 2.1291 0.5068 0.9234  0.523
H19 0.1276 1.6677 -1.0438  0.244
H20 0.4895 8.0626 0.5968  0.395
H21 -3.1112 -1.3318 0.3044  -0.145
H22 -0.5005 -4.9137 -1.5316  0.480
H23 -0.5789 -0.9199 -2.4270  0.556
H24 0.2776 3.5586 0.8076  -0.095
H25 4.0766 -4.3728 -0.3270  0.397
H26 5.7043 -2.0594 -0.9023  0.338
H27 -2.2852 -4.3630 -0.8037  0.193
H28 6.1166 -3.3876 0.1837  0.316
H29 0.3964 9.6805 2.3788  0.328
H30 0.6292 -2.8193 -3.0797  0.516
H31 -1.0148 7.5302 1.3896  0.370
H32 1.1447 -4.4603 -1.8517  0.340
H33 -0.5292 -0.1728 0.0860  -1.551
H34 1.4805 -1.8723 -1.2259  0.463
H35 1.8862 8.6594 4.2713  0.349
H36 -1.8409 -2.3273 3.5979  0.439
H37 -4.7438 -0.8521 -0.1996  0.520
H38 1.0790 -4.2532 1.6115  0.456
H39 1.0866 -3.2254 -6.0668  0.336
H40 -0.0290 -1.9948 -5.4424  0.343
H41 1.0561 2.3443 1.7908  0.456
H42 -1.8963 1.1776 -0.3351  -0.073
H43 -1.9222 -4.1712 -3.1882  0.317
H44 -0.5213 -3.0670 -6.7519  0.363
H45 2.5493 6.1652 3.5557  0.403
H46 3.6076 -2.9726 -1.2829  0.135


This record from the OMol25 dataset describes a molecular structure, C27H46N5O2PS3V. The level of theory is ωB97M-V with the def2-TZVPD basis set.

## Properties
molecular weight	650.817	g mol⁻¹
multiplicity	4
⟨S²⟩	3.762
electronic energy	-107777.1165	eV
max |F|	0.94	eV Å⁻¹

Each line ends with the Mulliken charge.
Cartesian coordinates (Å):
V1 -0.2305 0.4296 -0.3811  -0.010
S1 -2.6451 1.1493 -0.4138  0.006
S2 -0.7282 -0.3299 -2.6801  0.014
S3 0.0842 2.6919 -1.4542  0.260
P1 3.1882 -0.0947 -0.4805  -3.078
O1 -0.3223 1.2510 1.5153  -0.574
O2 -1.2460 0.8332 3.5168  -0.790
N1 3.7648 -0.0041 1.0944  1.381
N2 1.6708 -0.0250 -0.6011  0.727
N3 -0.6583 -1.2481 0.7366  0.574
N4 3.9624 -1.5129 -1.0251  1.142
N5 4.0998 1.1017 -1.3023  0.617
C1 4.7060 0.4617 3.7806  -0.814
C2 -2.4013 2.9122 -0.1092  -0.528
C3 5.6925 2.7724 -2.6437  -0.768
C4 3.3040 0.8659 3.3386  -0.797
C5 -3.1196 1.1219 -2.1754  -0.500
C6 -0.0191 0.9698 -3.7321  -0.476
C7 5.5273 -3.6638 -1.0931  -0.613
C8 5.7529 -2.6611 -2.2289  -0.916
C9 -0.8914 -3.5661 1.2181  -0.876
C10 4.9491 3.4104 -1.4768  -0.838
C11 -0.6456 -2.5197 0.3484  -0.248
C12 4.6979 1.9832 -3.5039  -1.171
C13 5.6534 0.4789 2.5855  -0.728
C14 5.1132 -0.3849 1.4489  -0.839
C15 -1.1628 -1.9538 2.9578  -0.864
C16 -0.8254 0.5033 2.4138  0.523
C17 4.3772 2.3264 -0.5508  -0.082
C18 4.0404 -3.9755 -0.9871  -0.916
C19 3.2687 -2.7142 -0.5806  -0.215
C20 -0.1205 2.4187 -3.2633  -1.032
C21 -1.1614 -3.2774 2.5518  -0.384
C22 3.5806 1.4123 -2.6226  -0.187
C23 4.5788 -1.6678 -2.3239  -0.050
C24 -1.4282 3.6275 -1.0398  -0.987
C25 2.8277 -0.0288 2.2006  0.253
C26 -0.8987 -0.9679 2.0213  0.365
C27 -2.5222 -0.0868 -2.8815  -0.959
H1 2.7217 -1.0607 2.5839  0.219
H2 5.6040 4.0637 -0.8972  0.482
H3 -1.1012 4.5474 -0.5513  0.488
H4 5.1366 -1.4426 1.7658  0.406
H5 -1.3582 -4.0718 3.2582  0.429
H6 5.8545 -3.1892 -3.1810  0.412
H7 6.2109 3.5233 -3.2425  0.451
H8 6.6477 0.1245 2.8680  0.378
H9 -2.7857 2.0435 -2.6459  0.113
H10 3.1753 -2.6610 0.5096  0.225
H11 4.6711 -0.5489 4.1997  0.294
H12 -3.3633 3.4266 -0.1224  0.561
H13 2.2428 -2.7399 -0.9834  -0.166
H14 4.9501 -0.6999 -2.6540  -0.220
H15 5.0740 1.1198 4.5718  0.418
H16 4.1466 4.0420 -1.8657  0.287
H17 4.2569 2.6300 -4.2676  0.421
H18 -2.7592 -0.0529 -3.9482  0.524
H19 1.8538 0.2887 1.8264  -0.795
H20 3.1602 0.5049 -3.0640  0.341
H21 -4.2070 1.0862 -2.2580  0.539
H22 3.4655 2.7011 -0.0573  0.067
H23 2.5973 0.8000 4.1685  0.422
H24 1.0281 0.6808 -3.8130  -0.020
H25 6.1104 -4.5714 -1.2612  0.463
H26 3.3076 1.9041 2.9965  0.277
H27 -0.4617 0.8814 -4.7269  0.643
H28 5.7453 -0.3071 0.5621  0.367
H29 -2.0171 2.9165 0.9132  0.341
H30 5.0988 2.0908 0.2341  -0.006
H31 -1.0713 2.8546 -3.5670  0.536
H32 5.2132 1.1776 -4.0310  0.337
H33 3.8472 -4.7698 -0.2638  0.461
H34 5.7654 1.5095 2.2347  0.265
H35 -2.9650 -1.0030 -2.4844  0.395
H36 2.7470 2.1297 -2.5375  0.174
H37 6.6859 -2.1185 -2.0654  0.324
H38 5.8671 -3.2340 -0.1483  0.171
H39 3.8445 -2.0145 -3.0710  0.278
H40 -1.3539 -1.6504 3.9764  0.561
H41 -1.9097 3.9233 -1.9729  0.390
H42 0.6631 2.9887 -3.7656  0.630
H43 -0.4105 -2.6935 -0.6969  0.312
H44 -0.8638 -4.5833 0.8547  0.454
H45 6.4535 2.0964 -2.2486  0.306
H46 3.6833 -4.3399 -1.9541  0.421


Among the records above, which one has the highest electronic energy?
C27H46FN2O4S2